No. 1
{
  "formula": "C7H15Cl3N2O2P",
  "method": "wB97M-V/def2-TZVPD",
  "species": ["C", "C", "P", "C", "C", "N", "C", "N", "C", "O", "O", "H", "H", "H", "H", "H", "H", "H", "H", "H", "H", "H", "H", "H", "H", "C", "Cl", "Cl", "Cl", "H"],
  "positions_angstrom": [[2.8454, -2.5276, -0.9665], [2.0353, -1.7065, 0.0553], [0.9500, -0.4798, -0.8407], [1.6328, 1.1937, -0.4939], [2.9402, 1.3163, -1.2862], [-0.6119, -0.5803, -0.1162], [-1.6683, -0.1618, -1.0639], [-2.3641, -1.3497, -1.5791], [-2.7166, 0.7777, -0.3684], [-2.6886, 0.8577, 0.8814], [-3.5020, 1.3287, -1.1683], [2.6783, -2.1242, -1.9526], [3.9036, -2.4342, -0.7539], [2.5155, -3.5563, -0.9677], [2.6843, -1.2318, 0.7829], [1.3714, -2.3516, 0.6131], [0.9472, 1.9432, -0.8583], [1.7897, 1.4150, 0.5592], [3.6136, 1.9872, -0.7714], [3.4055, 0.3510, -1.4263], [2.7489, 1.7057, -2.2761], [-0.7770, -1.5672, 0.0458], [-1.2050, 0.3497, -1.8960], [-2.7515, -1.0833, -2.4724], [-3.1637, -1.5137, -0.9798], [-2.9838, 1.8778, 3.7660], [-1.5778, 2.8274, 3.3305], [-2.5125, 0.2719, 4.3244], [-3.9517, 2.7046, 5.0064], [-3.5868, 1.7605, 2.8724]],
  "forces_ev_per_angstrom": [[-0.2, 0.5, 0.4], [-0.3, 0.5, -0.1], [-0.3, -0.2, -1.5], [0.2, -0.3, 0.4], [-0.4, 0.1, 0.2], [0.6, -0.1, -0.1], [-0.4, -0.1, 1.2], [0.3, 0.0, -0.1], [0.2, 0.4, 0.2], [-0.2, -0.1, -0.1], [0.0, -0.1, -0.1], [0.0, 0.0, -0.5], [0.3, -0.3, 0.0], [0.2, -0.4, 0.0], [0.1, 0.2, 0.2], [-0.2, -0.2, 0.3], [-0.5, 0.1, -0.1], [0.0, -0.1, 0.3], [0.4, 0.1, 0.0], [0.4, -0.3, 0.1], [0.0, 0.1, -0.3], [0.0, 0.0, 0.3], [0.0, 0.3, -0.3], [-0.2, -0.1, -0.1], [-0.1, 0.0, 0.0], [0.0, -0.2, -0.3], [0.1, 0.1, 0.1], [0.0, 0.0, 0.0], [0.0, 0.0, 0.0], [0.1, -0.1, -0.1]],
  "max_force_ha_per_bohr": 0.02908,
  "molar_mass_g_mol": 296.542,
  "charge": -1,
  "energy_ha": -2257.6963
}

=====

No. 2
{
  "formula": "C5H9ClN2",
  "method": "wB97M-V/def2-TZVPD",
  "species": ["C", "C", "C", "C", "C", "H", "H", "H", "H", "H", "H", "H", "H", "H", "N", "N", "Cl"],
  "positions_angstrom": [[-1.4916, 0.4060, -0.5042], [-0.3764, 0.4935, 0.4886], [0.9355, 1.2064, 0.2671], [0.3618, -0.8129, 0.6664], [3.5805, 0.0095, -0.3363], [-1.4748, 1.4986, -0.6416], [-1.2522, 0.1376, -1.5292], [-0.7767, 1.0713, 1.2958], [1.3597, 1.5556, 1.2205], [1.1251, 2.0555, -0.5257], [0.5658, -1.0654, 1.8274], [0.2200, -1.9452, 0.3394], [4.6965, -0.6029, -0.5650], [3.3608, 1.1760, -0.1631], [1.3967, -0.1779, -0.0523], [2.5775, -0.8229, -0.3310], [-3.1590, -0.2759, -0.1215]],
  "forces_ev_per_angstrom": [[0.1, 2.9, -1.9], [-2.5, -1.0, 1.3], [2.0, 0.2, -2.4], [1.2, -3.5, 3.1], [1.5, -1.6, -0.7], [-1.9, 0.1, -0.4], [0.2, -1.0, 0.2], [-0.8, -0.8, 1.4], [-0.2, 0.1, 0.0], [-0.6, -1.8, 1.2], [0.1, 1.0, -1.9], [-0.9, 2.6, -0.2], [-3.4, 2.6, 0.6], [1.2, -2.7, -0.4], [1.0, -0.8, -1.3], [1.1, 3.1, 1.2], [1.8, 0.6, 0.2]],
  "max_force_ha_per_bohr": 0.09366,
  "molar_mass_g_mol": 132.594,
  "charge": 0,
  "energy_ha": -765.4342
}

=====

No. 3
{
  "formula": "C33H43BF33N2O5S2",
  "method": "wB97M-V/def2-TZVPD",
  "species": ["C", "C", "N", "C", "C", "C", "C", "C", "C", "N", "S", "C", "C", "C", "F", "F", "C", "F", "F", "S", "F", "F", "F", "F", "F", "C", "C", "C", "C", "B", "O", "O", "C", "C", "H", "H", "H", "H", "H", "H", "H", "H", "H", "H", "H", "H", "H", "H", "H", "H", "H", "H", "H", "H", "H", "H", "H", "H", "H", "H", "H", "H", "H", "H", "H", "C", "C", "C", "F", "F", "F", "F", "O", "C", "C", "F", "F", "F", "F", "H", "H", "H", "H", "C", "C", "C", "F", "F", "F", "F", "O", "C", "C", "F", "F", "F", "F", "H", "H", "H", "H", "C", "C", "C", "F", "F", "F", "F", "O", "C", "C", "F", "F", "F", "F", "H", "H", "H", "H"],
  "positions_angstrom": [[2.4201, -0.9314, 3.1715], [2.7012, -0.2914, 1.9266], [2.5997, 0.5594, 0.6796], [2.5121, -0.2268, -0.5755], [1.1331, -0.1144, -1.4434], [0.6497, -1.6472, -1.7578], [1.7414, -2.4872, -2.6983], [1.3067, -2.2205, -4.2915], [2.1691, -0.9659, -4.9580], [0.0560, 0.7923, -0.8056], [-1.0872, 1.0095, -2.1622], [-0.5653, 0.0112, 0.3542], [-1.9647, -0.7665, 0.0774], [-3.3502, 0.1178, 0.3404], [-3.7520, -0.2209, 1.7601], [-3.0372, 1.5613, 0.3664], [-4.5841, -0.3388, -0.6150], [-4.1833, -0.6806, -2.0325], [-5.0920, -1.6473, -0.0538], [-6.0444, 0.7894, -0.7635], [-6.3246, 0.1127, -2.3523], [-5.1914, 2.0502, -1.5417], [-5.9158, 1.4572, 0.7939], [-7.0475, -0.4814, -0.1493], [-7.4773, 1.7175, -0.9714], [0.6679, 2.1065, -0.3747], [-0.3287, 3.2007, 0.3259], [-1.2476, 4.1283, -0.6269], [-0.7710, 5.7313, -0.6703], [1.4544, 3.0055, -1.4961], [2.1834, 4.2375, -1.0188], [1.5196, 2.8183, -2.9540], [0.6140, 3.7198, -3.6829], [1.7719, 1.7723, 0.8117], [2.1892, -1.4036, 4.2357], [3.4232, 0.0512, -1.2951], [2.6889, -1.3774, -0.3111], [1.4530, 0.2659, -2.5303], [-0.3693, -1.7584, -2.3169], [0.5455, -2.2926, -0.7588], [1.6857, -3.6614, -2.4913], [2.8375, -2.0940, -2.6088], [0.1791, -1.9345, -4.4168], [1.5557, -3.1901, -4.9195], [2.5097, -1.2336, -6.0604], [3.0937, -0.6558, -4.3091], [1.4842, -0.0019, -5.0594], [-0.5772, 0.4008, -3.3215], [-0.7727, 0.6815, 1.3202], [0.1803, -0.8094, 0.8058], [-1.9969, -1.6376, 0.8992], [-2.0071, -1.3912, -0.9393], [-0.9937, 2.8106, 1.2037], [0.4198, 3.9624, 0.8713], [-1.4018, 3.8154, -1.7321], [-2.3369, 4.1671, -0.1381], [0.2967, 5.9000, -0.2224], [-1.5171, 6.3460, 0.0292], [-0.9170, 6.1722, -1.7571], [1.8454, 5.0468, -1.5031], [0.9664, 3.7635, -4.8224], [-0.5093, 3.3879, -3.6990], [0.6370, 4.8419, -3.3095], [1.1259, 1.6709, 1.8117], [2.5004, 2.6905, 1.0419], [6.9995, -3.3737, -8.3276], [7.3407, -4.6052, -7.4739], [6.1415, -5.3517, -6.9027], [5.3689, -4.5776, -6.1083], [6.5476, -6.3977, -6.1364], [8.2128, -4.2381, -6.4958], [8.0359, -5.4715, -8.2778], [7.0277, -2.1065, -7.6615], [5.8501, -1.7796, -6.9245], [6.0835, -1.7353, -5.4083], [6.6142, -2.8973, -4.9431], [4.9148, -1.5488, -4.7384], [4.8561, -2.6278, -7.2853], [5.4665, -0.5504, -7.3621], [7.7888, -3.2945, -9.0857], [6.0787, -3.5093, -8.9073], [5.5137, -5.7572, -7.7045], [6.7670, -0.9259, -5.1412], [-8.3356, -2.4027, 3.2938], [-9.4914, -2.1611, 2.3102], [-9.8514, -0.6989, 2.0779], [-10.2167, -0.0600, 3.2117], [-10.9041, -0.5933, 1.2252], [-10.5724, -2.8842, 2.7111], [-9.1153, -2.7016, 1.1075], [-8.6988, -2.6865, 4.6495], [-8.9925, -1.5443, 5.4532], [-10.4684, -1.4639, 5.8659], [-11.2983, -1.4995, 4.7896], [-10.7316, -0.3001, 6.5182], [-8.5580, -0.4320, 4.8117], [-8.2153, -1.6605, 6.5630], [-7.8281, -3.3152, 2.9567], [-7.5652, -1.6248, 3.2323], [-9.0117, -0.1546, 1.6307], [-10.7371, -2.2952, 6.5218], [5.5434, 0.7803, 6.6669], [4.3876, 1.0218, 5.6832], [4.0276, 2.4841, 5.4510], [3.6623, 3.1230, 6.5848], [2.9749, 2.5897, 4.5983], [3.3066, 0.2988, 6.0842], [4.7637, 0.4814, 4.4806], [5.1802, 0.4965, 8.0226], [4.8865, 1.6387, 8.8262], [3.4106, 1.7191, 9.2390], [2.5807, 1.6835, 8.1626], [3.1474, 2.8829, 9.8913], [5.3210, 2.7510, 8.1848], [5.6638, 1.5224, 9.9361], [6.0509, -0.1322, 6.3298], [6.3138, 1.5581, 6.6054], [4.8673, 3.0284, 5.0038], [3.1419, 0.8877, 9.8949]],
  "forces_ev_per_angstrom": [[1.3, 4.8, -8.6], [-3.3, -3.2, 7.5], [-0.4, -2.8, 2.3], [1.3, -1.4, -0.8], [2.4, -2.2, -1.9], [0.1, -1.8, 0.8], [-0.9, 0.5, -1.4], [1.1, 0.2, -0.4], [-0.6, 0.4, -0.3], [0.8, -1.5, -1.0], [-1.5, 0.7, -0.9], [-1.4, -1.4, 3.4], [-0.3, -1.6, 0.2], [1.8, 0.0, 2.6], [0.8, 1.3, -4.2], [-1.3, -4.0, -0.5], [1.0, -4.4, -1.1], [-0.3, 1.3, 5.1], [2.5, 4.2, -1.8], [-5.7, 1.1, -2.1], [0.1, 1.7, 3.3], [-1.1, -2.6, 2.2], [0.4, -1.4, -3.3], [1.6, 3.1, -1.0], [3.2, -1.9, 0.5], [1.8, 1.7, 1.9], [0.3, 1.2, 0.8], [-1.2, 1.5, 0.2], [-1.1, 0.2, 0.6], [1.6, 2.8, -2.0], [-2.8, -2.1, -1.1], [-2.0, 0.8, 2.4], [-0.2, 1.3, -2.0], [-0.8, 1.4, 2.6], [1.1, 1.2, -3.0], [-2.0, -0.4, 1.4], [-0.5, 2.6, -0.5], [-1.0, -0.1, 2.6], [1.9, 0.5, 1.1], [0.2, 1.7, -1.9], [0.1, 2.8, -0.2], [-2.0, -0.9, 0.1], [2.0, -0.9, 0.4], [-0.7, 2.0, 1.4], [-0.6, 0.6, 2.5], [-1.9, -0.7, -1.4], [1.3, -1.9, 0.2], [0.3, 0.3, 1.6], [0.6, -1.0, -2.6], [-1.3, 2.0, -1.5], [-0.1, 2.2, -1.6], [0.0, 1.9, 2.2], [1.4, 0.2, -1.8], [-1.5, -1.9, -1.3], [0.5, 0.1, 2.1], [2.4, -0.3, -1.2], [-2.0, -0.3, -1.1], [1.7, -1.3, -1.6], [0.6, -0.9, 2.3], [0.9, -1.4, 0.5], [-0.6, -0.2, 2.6], [2.2, 0.3, 0.3], [0.1, -2.3, -0.5], [1.4, 0.2, -2.1], [-1.9, -1.7, -1.0], [0.4, 0.4, -1.0], [1.0, 0.6, 0.2], [-0.4, -1.1, 0.3], [0.1, -0.5, -0.1], [0.2, 0.2, -0.2], [-0.4, -0.2, -0.2], [-0.7, 0.1, 0.1], [-1.5, -0.3, 1.4], [0.6, -0.3, -2.3], [0.6, -0.4, 0.8], [-0.1, 0.8, -0.2], [0.2, 0.0, -0.4], [-0.1, 0.9, 0.4], [0.2, -0.3, 0.7], [0.0, 0.0, 0.4], [0.1, -0.1, 0.4], [0.1, 0.1, -0.1], [0.0, 0.0, -0.2], [0.8, -0.7, 0.1], [-0.4, -1.0, 0.5], [-0.5, 0.9, -0.6], [0.0, -0.1, -0.6], [0.2, -0.3, 0.0], [0.3, 0.4, -0.2], [0.1, 0.6, 0.1], [-0.8, 1.7, 0.3], [1.7, -0.7, -0.9], [-1.1, 0.1, 0.1], [0.4, -0.3, 0.6], [0.5, -0.3, -0.1], [-0.2, -0.2, 0.9], [-0.7, 0.0, -0.2], [-0.4, 0.1, 0.1], [-0.4, 0.0, 0.0], [0.1, -0.2, 0.1], [0.3, 0.0, 0.0], [0.9, -0.7, 0.1], [-0.1, -0.9, 0.5], [-0.3, 0.9, -0.4], [0.0, -0.1, -0.8], [0.0, -0.3, -0.2], [0.1, 0.3, -0.2], [0.1, 0.6, 0.2], [-0.9, 1.7, 0.2], [1.9, -0.7, -0.8], [-1.0, 0.2, 0.2], [0.3, -0.3, 0.5], [0.5, -0.3, -0.2], [-0.2, -0.2, 0.9], [-0.8, 0.0, -0.3], [-0.4, 0.1, 0.1], [-0.4, 0.0, 0.0], [0.1, -0.2, 0.1], [0.3, 0.0, 0.0]],
  "max_force_ha_per_bohr": 0.19286,
  "molar_mass_g_mol": 1249.596,
  "charge": 1,
  "energy_ha": -5884.8942
}

=====

No. 4
{
  "formula": "C5H7NO",
  "method": "wB97M-V/def2-TZVPD",
  "species": ["C", "C", "C", "C", "O", "C", "N", "H", "H", "H", "H", "H", "H", "H"],
  "positions_angstrom": [[-2.3633, 0.8797, 0.1454], [-0.3619, -1.0126, 0.4697], [0.7892, -0.2783, -0.1748], [1.9114, 0.2516, 0.6093], [2.0606, -0.9094, -0.1995], [0.4277, 0.4247, -1.4077], [0.0756, 0.9758, -2.3580], [-1.1638, -0.1684, 0.8603], [-2.9594, 0.2335, -0.5358], [-2.0385, 1.6834, -0.5495], [-0.0138, -1.4887, 1.3955], [-0.7069, -1.8191, -0.2119], [2.4420, 1.1411, 0.2688], [1.9012, 0.0868, 1.6882]],
  "forces_ev_per_angstrom": [[-0.7, 0.4, 0.0], [-0.4, 0.8, 0.5], [-0.2, 0.1, 0.1], [0.1, 0.3, 0.2], [0.0, 0.0, 0.0], [-0.1, 0.3, -0.5], [0.3, -0.3, 0.6], [0.9, -1.6, -1.2], [0.2, -0.1, 0.2], [0.4, -0.3, 0.1], [0.0, 0.1, -0.2], [-0.3, 0.8, 0.5], [-0.1, -0.2, 0.0], [0.0, 0.0, -0.2]],
  "max_force_ha_per_bohr": 0.04301,
  "molar_mass_g_mol": 97.117,
  "charge": 0,
  "energy_ha": -324.4736
}

=====

No. 5
{
  "formula": "C7H10",
  "method": "wB97M-V/def2-TZVPD",
  "species": ["C", "C", "C", "C", "C", "C", "C", "H", "H", "H", "H", "H", "H", "H", "H", "H", "H"],
  "positions_angstrom": [[0.6090, -0.6805, 0.3873], [1.6293, -1.4823, 0.4951], [2.1984, -0.1272, 0.6239], [-0.5235, -0.0458, -0.0691], [3.0469, 0.4176, -0.4661], [-2.9540, -0.1637, -0.4516], [-1.8826, -0.0890, 0.6389], [2.2347, 0.4381, 1.5470], [-0.5625, 0.6030, -0.9762], [4.1120, 0.5544, 0.0419], [2.5336, 1.4090, -0.7068], [3.1302, -0.2652, -1.2681], [-4.0355, -0.2656, -0.1968], [-2.7856, -0.9819, -1.0932], [-2.6374, 0.5988, -1.1362], [-2.0660, -0.8632, 1.4714], [-2.0470, 0.9433, 1.1586]],
  "forces_ev_per_angstrom": [[-3.1, 1.5, -1.5], [1.7, 0.6, 0.4], [-0.3, -1.9, -0.3], [0.5, -0.6, 1.5], [1.2, 1.9, 2.3], [-0.1, -0.2, 0.2], [-0.8, 0.9, 1.7], [-0.6, 0.2, 0.1], [0.6, -0.6, 0.7], [-2.0, 0.2, -1.3], [1.3, -1.1, -0.2], [0.0, -0.5, -1.0], [1.0, 0.9, 0.1], [0.4, -1.7, -0.5], [-1.0, 1.2, -0.4], [0.9, 1.0, -1.4], [0.4, -1.6, -0.6]],
  "max_force_ha_per_bohr": 0.07248,
  "molar_mass_g_mol": 94.157,
  "charge": 0,
  "energy_ha": -272.4970
}